# 1
This record from the OMol25 dataset describes a 5-piece molecular cluster, C47H101BBrCl2FN3O6S overall. The level of theory is ωB97M-V/def2-TZVPD.

Properties
HOMO energy: -11.797 eV
calculated total energy: -176444.1490 eV
LUMO: -2.24 eV
gap between HOMO and LUMO: 9.552 eV

ORCA input file:
```
! wB97M-V def2-TZVPD RIJCOSX def2/J DEFGRID3
* xyz 1 1
C 4.32 -1.00 3.10
C 2.77 -1.02 3.16
C 2.16 -2.37 2.73
C 0.80 -2.16 2.02
C 0.30 -3.46 1.32
N 0.08 -3.32 -0.15
C -1.34 -3.15 -0.60
C -1.88 -1.78 -0.04
C -2.42 -1.73 1.42
C -3.87 -1.16 1.45
C -3.97 0.23 0.82
S -5.62 0.23 0.01
O -6.61 0.02 0.99
O -5.63 -0.86 -0.92
Cl -5.96 1.93 -1.07
C -2.42 -4.15 -0.17
C -2.67 -5.39 -1.01
O -3.15 -5.47 -2.03
F -2.32 -6.55 -0.38
C -1.42 -2.99 -2.16
Cl -1.23 -1.27 -2.76
O -0.71 -3.94 -2.84
C 0.68 -4.15 -2.53
C 1.45 -2.99 -3.24
N 0.92 -2.60 -4.54
C 1.55 -1.31 -4.93
C 0.97 -5.40 -3.41
Br 2.84 -5.87 -3.67
C 0.02 -6.62 -3.27
C -0.80 -6.83 -4.57
C 1.00 -4.22 -0.99
C 2.46 -4.01 -0.66
B 3.11 -2.57 -0.81
O 2.50 -1.39 -0.42
O 4.39 -2.47 -1.34
N 0.62 -5.58 -0.56
C 1.47 -6.51 0.17
C 2.53 -7.35 -0.57
H 4.62 -0.04 2.67
H 4.73 -1.79 2.46
H 4.77 -1.08 4.09
H 2.34 -0.21 2.56
H 2.47 -0.85 4.20
H 2.85 -3.00 2.15
H 1.91 -2.94 3.63
H 0.81 -1.28 1.37
H 0.11 -1.92 2.83
H 0.99 -4.25 1.60
H -0.62 -3.73 1.84
H 0.46 -2.37 -0.35
H -2.77 -1.60 -0.64
H -1.14 -0.98 -0.14
H -2.46 -2.66 2.00
H -1.82 -1.01 1.99
H -4.20 -1.20 2.48
H -4.47 -1.91 0.92
H -4.02 0.97 1.62
H -3.22 0.45 0.06
H -2.35 -4.49 0.87
H -3.38 -3.62 -0.20
H -2.47 -3.15 -2.39
H 2.54 -3.17 -3.31
H 1.37 -2.08 -2.62
H 1.24 -3.23 -5.27
H 1.80 -1.37 -5.99
H 0.87 -0.47 -4.82
H 2.51 -1.16 -4.41
H 0.69 -5.05 -4.40
H -0.71 -6.53 -2.47
H 0.61 -7.52 -3.16
H -0.17 -6.97 -5.45
H -1.37 -5.90 -4.72
H -1.55 -7.61 -4.45
H 3.09 -4.70 -1.22
H 2.71 -4.23 0.39
H 2.67 -0.75 -1.13
H 5.01 -2.67 -0.62
H -0.30 -5.66 -0.15
H 1.97 -6.13 1.09
H 0.80 -7.27 0.59
H 2.09 -7.76 -1.48
H 2.74 -8.21 0.07
H 3.48 -6.86 -0.73
C -3.43 5.69 4.99
C -2.18 5.86 4.13
C -2.48 6.32 2.71
C -3.32 5.36 1.88
C -2.74 3.95 1.72
C -1.40 3.92 1.00
H -4.09 4.92 4.58
H -3.16 5.39 6.00
H -3.99 6.62 5.05
H -1.61 4.92 4.12
H -1.53 6.60 4.61
H -1.53 6.52 2.19
H -3.00 7.29 2.75
H -3.46 5.79 0.88
H -4.32 5.28 2.31
H -3.46 3.35 1.15
H -2.64 3.47 2.70
H -1.48 4.36 0.00
H -1.04 2.89 0.89
H -0.63 4.48 1.55
C -0.63 9.88 -3.40
C -2.07 9.42 -3.62
C -2.92 9.47 -2.35
C -2.44 8.56 -1.21
C -2.34 7.08 -1.58
C -3.68 6.46 -1.97
H -0.10 9.23 -2.70
H -0.08 9.85 -4.35
H -0.59 10.90 -3.02
H -2.08 8.41 -4.04
H -2.53 10.07 -4.37
H -3.95 9.23 -2.60
H -2.94 10.50 -1.97
H -3.12 8.68 -0.37
H -1.46 8.90 -0.86
H -1.95 6.54 -0.72
H -1.62 6.94 -2.39
H -4.40 6.56 -1.15
H -3.56 5.40 -2.19
H -4.10 6.94 -2.86
C 2.24 6.11 -5.67
C 0.79 5.71 -5.93
C -0.08 5.74 -4.67
C 0.34 4.77 -3.57
C 0.40 3.30 -3.98
C -0.96 2.74 -4.42
H 2.73 5.42 -4.98
H 2.81 6.11 -6.60
H 2.30 7.12 -5.25
H 0.76 4.72 -6.39
H 0.36 6.41 -6.66
H -1.12 5.54 -4.96
H -0.07 6.76 -4.26
H -0.35 4.88 -2.73
H 1.33 5.06 -3.18
H 0.76 2.72 -3.13
H 1.13 3.16 -4.78
H -1.69 2.83 -3.61
H -0.86 1.68 -4.67
H -1.34 3.26 -5.29
C 4.64 -5.11 4.59
C 4.34 -6.00 5.79
C 3.05 -5.62 6.51
C 3.02 -4.21 7.11
C 4.14 -3.91 8.11
C 4.09 -4.80 9.35
H 4.78 -4.07 4.88
H 5.55 -5.44 4.09
H 3.82 -5.17 3.86
H 5.19 -5.97 6.49
H 4.26 -7.03 5.46
H 2.85 -6.35 7.30
H 2.21 -5.71 5.81
H 2.06 -4.06 7.60
H 3.07 -3.47 6.30
H 4.05 -2.87 8.43
H 5.12 -4.01 7.63
H 3.13 -4.69 9.87
H 4.88 -4.53 10.04
H 4.22 -5.86 9.10
*
```

These are the Löwdin partial charges, in e, on atoms 1 to 6: C -0.0858; C -0.2239; C -0.1995; C -0.1612; C -0.0684; N 0.0774

***

# 2
This record from the OMol25 dataset describes a 8-piece molecular cluster, C47H114BrN7O3 overall. The level of theory is ωB97M-V/def2-TZVPD.

Properties
HOMO energy: -21.037 eV
calculated total energy: -137138.3501 eV
LUMO: -11.42 eV
gap between HOMO and LUMO: 9.620 eV

ORCA input file:
```
! wB97M-V def2-TZVPD RIJCOSX def2/J DEFGRID3
* xyz 6 1
C 7.74 -0.66 -2.94
C 6.45 -0.83 -2.07
C 5.86 0.56 -1.66
N 4.51 0.55 -0.91
C 3.43 0.12 -1.96
C 4.51 -0.37 0.30
C 3.37 0.24 1.19
C 2.95 1.56 0.59
C 4.10 1.93 -0.35
H 7.35 -0.93 -3.92
H 8.47 -1.43 -2.70
H 8.29 0.28 -2.84
H 6.71 -1.26 -1.11
H 5.76 -1.55 -2.53
H 5.66 1.13 -2.57
H 6.60 1.16 -1.13
H 3.28 0.99 -2.59
H 2.50 -0.29 -1.57
H 3.77 -0.78 -2.48
H 4.30 -1.40 0.01
H 5.48 -0.33 0.79
H 2.57 -0.49 1.08
H 3.72 0.37 2.21
H 2.05 1.37 -0.01
H 2.71 2.26 1.38
H 3.87 2.56 -1.22
H 4.97 2.31 0.19
C -1.15 5.91 5.83
C -1.28 4.59 5.13
C -1.17 4.67 3.56
N -1.44 3.31 2.88
C -0.33 2.31 3.12
C -1.56 3.34 1.30
C -3.05 3.05 1.04
C -3.33 2.07 2.15
C -2.76 2.73 3.32
H -0.19 6.41 5.67
H -1.28 5.79 6.90
H -1.83 6.64 5.39
H -2.28 4.26 5.41
H -0.75 3.77 5.61
H -0.16 4.88 3.20
H -1.91 5.34 3.13
H -0.53 1.43 2.51
H -0.21 2.11 4.19
H 0.66 2.65 2.79
H -0.94 2.64 0.75
H -1.40 4.38 1.02
H -3.23 2.54 0.10
H -3.78 3.86 1.09
H -2.88 1.09 1.98
H -4.39 1.88 2.33
H -2.70 2.08 4.19
H -3.41 3.54 3.65
C 1.29 -0.96 3.65
C 1.83 -1.50 4.94
C 1.37 -0.86 6.27
N 2.06 -1.59 7.54
C 1.38 -2.99 7.80
C 1.79 -0.65 8.77
C 2.85 0.39 8.72
C 4.11 -0.38 8.23
C 3.64 -1.67 7.55
H 1.68 -1.50 2.79
H 1.51 0.11 3.57
H 0.22 -1.12 3.71
H 2.90 -1.35 4.79
H 1.68 -2.57 5.09
H 0.31 -0.97 6.50
H 1.69 0.18 6.26
H 1.60 -3.65 6.96
H 0.29 -2.92 7.88
H 1.66 -3.47 8.73
H 1.89 -1.24 9.68
H 0.83 -0.13 8.72
H 3.05 0.76 9.72
H 2.73 1.25 8.06
H 4.76 -0.53 9.09
H 4.71 0.29 7.63
H 3.74 -2.50 8.25
H 4.10 -1.99 6.62
C 4.30 -5.70 -6.19
C 3.51 -4.36 -5.82
C 2.02 -4.68 -5.88
N 1.15 -3.41 -5.91
C 1.43 -2.65 -7.21
C -0.35 -3.84 -5.68
C -1.11 -2.56 -5.29
C -0.08 -1.67 -4.62
C 1.24 -2.52 -4.65
H 5.39 -5.61 -6.11
H 4.01 -5.89 -7.23
H 3.94 -6.49 -5.54
H 3.87 -3.56 -6.47
H 3.82 -4.03 -4.83
H 1.66 -5.37 -5.12
H 1.75 -5.16 -6.82
H 0.66 -1.89 -7.30
H 1.43 -3.31 -8.07
H 2.35 -2.06 -7.22
H -0.72 -4.22 -6.63
H -0.38 -4.55 -4.85
H -1.60 -2.04 -6.11
H -1.95 -2.81 -4.63
H 0.07 -0.74 -5.18
H -0.35 -1.34 -3.62
H 2.09 -1.87 -4.85
H 1.50 -3.09 -3.76
C 0.26 2.04 -3.90
N -0.13 3.46 -3.42
C -1.21 4.08 -4.35
C -0.70 3.33 -2.02
C 1.12 4.45 -3.29
C 1.65 4.89 -4.70
O 2.06 3.89 -5.55
H 0.42 2.09 -4.98
H -0.62 1.42 -3.75
H 1.07 1.66 -3.29
H -2.14 3.56 -4.12
H -0.80 4.03 -5.36
H -1.34 5.14 -4.14
H -1.55 2.65 -2.03
H -1.09 4.34 -1.88
H 0.06 2.99 -1.32
H 1.93 4.02 -2.71
H 0.64 5.34 -2.89
H 2.52 5.50 -4.47
H 1.08 5.61 -5.30
H 2.88 3.56 -5.17
C -5.33 1.06 -4.34
N -4.95 0.02 -3.21
C -5.96 -1.07 -3.27
C -3.49 -0.47 -3.41
C -5.04 0.69 -1.83
C -6.47 0.98 -1.23
O -7.19 1.85 -1.99
H -4.65 1.90 -4.26
H -6.37 1.31 -4.16
H -5.17 0.50 -5.27
H -6.96 -0.65 -3.17
H -5.87 -1.69 -2.38
H -5.90 -1.65 -4.20
H -3.38 -0.99 -4.36
H -3.14 -1.05 -2.55
H -2.84 0.40 -3.38
H -4.40 1.57 -1.90
H -4.55 0.03 -1.12
H -6.50 1.34 -0.20
H -7.00 0.03 -1.11
H -6.54 2.47 -2.32
C -3.89 -1.93 0.90
N -3.21 -2.98 1.79
C -2.48 -4.04 0.84
C -2.10 -2.35 2.64
C -4.34 -3.71 2.64
C -4.96 -2.81 3.72
O -6.34 -3.18 3.95
H -4.37 -1.23 1.58
H -4.64 -2.47 0.33
H -3.20 -1.43 0.22
H -1.80 -4.61 1.47
H -1.87 -3.57 0.08
H -3.08 -4.82 0.37
H -1.36 -1.83 2.04
H -1.59 -3.19 3.12
H -2.42 -1.57 3.33
H -3.93 -4.59 3.15
H -5.02 -4.15 1.91
H -4.94 -1.74 3.51
H -4.38 -2.93 4.63
H -6.76 -2.69 3.24
Br -0.70 -0.10 -0.50
*
```

These are the Löwdin partial charges, in e, on atoms 1 to 6: C -0.0540; C -0.2079; C -0.1050; N -0.2325; C 0.0300; C -0.0659